Molecular formula: C47H58AgClN2O2P3SSi
Method: DFT, the ωB97M-V functional and the def2-TZVPD basis

```
116
Properties=species:S:1:pos:R:3:forces:R:3
Ag 0.1634 0.2024 0.0349 0.4 -0.1 0.1
C -0.5027 -2.3004 -3.7558 0.1 0.1 -0.2
Si -0.7337 -2.6450 -1.9156 -0.1 -0.1 0.0
C -0.9419 -4.5202 -1.7775 0.1 -0.3 0.0
C -2.4078 -1.9166 -1.4697 -0.2 0.1 0.1
N 0.4505 -2.0599 -0.8634 0.5 0.2 0.3
C 1.7661 -2.4119 -0.8293 -0.2 -0.1 -0.1
C 2.4400 -3.1786 -1.8171 0.1 0.1 0.0
C 3.8093 -3.4227 -1.7846 -0.1 0.1 0.0
C 4.5979 -2.9121 -0.7630 0.0 0.0 0.0
C 3.9767 -2.1888 0.2548 0.0 0.0 -0.1
C 2.6081 -2.0047 0.2513 0.0 0.1 -0.2
O 1.9646 -1.2613 1.2198 0.0 0.1 0.7
C 2.3096 -1.2570 2.5423 0.1 -0.3 -0.2
C 3.1329 -2.2106 3.1343 -0.1 -0.1 0.3
C 3.3838 -2.1520 4.5046 0.0 0.0 -0.1
C 2.8303 -1.1517 5.2890 0.0 0.1 -0.1
C 1.9964 -0.2088 4.6851 0.0 -0.1 0.0
C 1.7247 -0.2680 3.3289 -0.1 0.0 0.0
H -1.3331 -2.7324 -4.3323 0.1 0.1 0.1
H 0.4362 -2.7184 -4.1447 -0.2 0.1 0.0
H -0.4883 -1.2171 -3.9463 0.0 -0.2 0.0
H -1.6438 -4.8894 -2.5383 0.1 0.0 0.1
H -1.3307 -4.8067 -0.7889 0.1 0.0 -0.2
H 0.0174 -5.0408 -1.9170 -0.2 0.1 0.0
H -3.2241 -2.5632 -1.8287 0.1 0.1 0.1
H -2.5280 -0.9314 -1.9347 0.0 -0.1 0.1
H -2.4999 -1.7823 -0.3819 0.0 0.0 -0.3
H 1.8527 -3.5575 -2.6477 0.1 0.0 0.0
H 4.2673 -3.9988 -2.5819 0.0 0.0 0.0
H 5.6697 -3.0708 -0.7479 0.0 0.0 0.0
H 4.5690 -1.7509 1.0493 0.0 0.0 0.0
H 3.5571 -3.0081 2.5441 0.0 0.0 0.0
H 4.0259 -2.9019 4.9551 0.0 0.0 0.0
H 3.0525 -1.0988 6.3499 0.0 0.0 -0.1
H 1.5453 0.5871 5.2735 0.1 -0.1 -0.1
H 1.0712 0.4489 2.8551 0.0 0.1 0.0
C -0.5588 7.3341 -1.4550 0.0 0.0 0.0
S -1.0331 6.8243 -3.1229 0.0 0.0 0.1
C -2.5758 5.9191 -2.7798 0.1 0.0 0.0
C -2.4321 4.4034 -2.6895 0.0 0.0 0.1
C -1.5788 3.9862 -1.5018 0.0 -0.1 -0.1
N -1.4460 2.5434 -1.2635 0.1 0.1 0.0
P -1.8451 1.8412 0.2637 -0.3 0.2 -0.2
C -3.6578 2.2710 0.3036 -0.1 -0.2 0.1
C -4.2189 3.4097 0.8802 -0.1 0.1 -0.1
C -5.5941 3.6312 0.8288 0.1 0.0 0.0
C -6.4299 2.7099 0.2097 0.1 0.0 0.0
C -5.8884 1.5587 -0.3518 0.1 0.0 0.0
C -4.5159 1.3399 -0.2945 0.0 0.0 0.0
C -1.2848 2.9319 1.6232 0.0 -0.1 0.1
C -1.6571 2.4619 2.8900 0.0 0.0 0.0
C -1.3116 3.1588 4.0375 0.0 0.0 -0.1
C -0.5754 4.3382 3.9399 -0.1 -0.1 0.0
C -0.1717 4.7890 2.6944 0.0 -0.1 0.0
C -0.5144 4.0832 1.5438 0.1 0.1 0.0
P -0.7347 1.3489 -2.2811 0.0 0.2 -0.4
C 0.8805 1.9370 -2.9203 0.0 0.0 0.0
C 1.1399 3.2037 -3.4463 0.0 0.0 -0.1
C 2.4081 3.5255 -3.9129 0.0 0.0 0.0
C 3.4252 2.5759 -3.8876 -0.1 0.0 0.0
C 3.1721 1.3027 -3.3975 -0.1 0.0 0.0
C 1.9070 0.9880 -2.9079 0.0 0.1 0.0
C -1.7300 1.4591 -3.8386 -0.1 -0.1 0.0
C -3.1244 1.4073 -3.7429 0.0 0.0 0.0
C -3.9219 1.3122 -4.8741 0.0 0.0 0.0
C -3.3391 1.2434 -6.1362 0.0 0.0 0.0
C -1.9563 1.2624 -6.2478 0.1 0.0 0.1
C -1.1580 1.3620 -5.1088 -0.1 0.1 0.0
H 0.3726 7.8944 -1.5543 -0.1 0.0 0.0
H -0.3869 6.4766 -0.8014 0.0 0.1 -0.1
H -1.3219 7.9840 -1.0214 0.1 -0.1 0.0
H -3.2471 6.1793 -3.5966 -0.1 0.0 0.0
H -2.9985 6.3348 -1.8593 0.0 0.0 -0.1
H -2.0107 4.0285 -3.6216 0.0 0.0 -0.1
H -3.4289 3.9635 -2.5824 0.0 0.0 0.0
H -2.0368 4.4174 -0.6107 0.0 0.0 0.1
H -0.5872 4.4340 -1.6007 0.1 0.0 0.0
H -3.5778 4.1327 1.3736 0.0 0.0 0.0
H -6.0165 4.5237 1.2791 0.1 0.0 0.0
H -7.5003 2.8838 0.1744 0.1 0.0 0.0
H -6.5363 0.8248 -0.8209 0.1 0.0 0.0
H -4.0910 0.4255 -0.7047 -0.1 0.1 0.0
H -2.2097 1.5275 2.9647 0.1 0.1 0.0
H -1.6034 2.7794 5.0112 0.0 0.0 -0.1
H -0.2980 4.8818 4.8351 0.0 0.0 0.0
H 0.4462 5.6762 2.6106 0.0 0.0 0.0
H -0.1359 4.4223 0.5881 0.0 0.0 0.1
H 0.3518 3.9480 -3.5157 0.1 -0.1 0.0
H 2.6017 4.5190 -4.3014 0.0 0.0 0.0
H 4.4145 2.8330 -4.2494 0.0 0.0 0.0
H 3.9572 0.5539 -3.3730 -0.1 0.1 0.0
H 1.7138 0.0004 -2.4952 0.0 0.0 0.0
H -3.5873 1.4658 -2.7634 0.0 0.0 0.0
H -5.0027 1.2821 -4.7741 0.1 0.0 0.0
H -3.9615 1.1717 -7.0216 0.0 0.0 0.0
H -1.4901 1.1983 -7.2257 0.0 0.0 0.1
H -0.0802 1.3702 -5.2143 0.0 0.0 0.0
C -0.3225 -3.7458 2.0359 0.1 0.0 -0.1
P -1.4833 -2.4698 2.5199 -0.1 0.6 -0.3
C -1.4305 -2.4574 4.3201 0.0 0.0 0.2
C -3.0909 -3.1848 2.1156 -0.1 0.0 -0.1
O -1.3078 -1.1109 1.9157 0.0 -0.5 0.4
H -0.6962 -4.7264 2.3505 0.1 0.1 -0.1
H 0.6472 -3.5574 2.4986 0.0 0.0 -0.1
H -0.2108 -3.6954 0.9486 0.1 0.0 0.1
H -1.6739 -3.4419 4.7332 0.1 0.1 0.0
H -2.1436 -1.7139 4.6856 0.1 -0.1 0.0
H -0.4254 -2.1640 4.6283 0.0 0.0 0.0
H -3.2582 -4.1161 2.6636 0.0 0.1 -0.1
H -3.1174 -3.3819 1.0406 0.0 0.0 0.1
H -3.8723 -2.4614 2.3590 0.0 -0.1 0.0
Cl 2.4507 2.5278 1.7335 -0.1 0.0 -0.1
C 1.7656 1.8457 0.1538 -0.4 -0.2 0.1
H 2.6418 1.4067 -0.3117 0.2 -0.1 -0.1
H 1.5309 2.7361 -0.4280 0.0 0.2 0.0
```
Positions in Å, forces in eV/Å.

Calculated values
HOMO-LUMO gap: 6.074 eV
electronic energy: -4404.81737 hartree
net charge: -1
ΔE to the lowest compared entry with this formula, charge and spin: 29.8 kJ/mol

Atom charges from the Löwdin analysis, given in e for atoms 1 to 8: number 1, Ag, carries 0.5951; number 2, C, carries -0.1730; number 3, Si, carries 0.3012; number 4, C, carries -0.1862; number 5, C, carries -0.1906; number 6, N, carries -0.1086; number 7, C, carries -0.3341; number 8, C, carries -0.0583